Below is C3O2 in the gas phase, with properties calculated with ωB97M-V/def2-TZVPD.

- expectation value of S² = 2.026
- spin multiplicity = 3
- energy (eV) = -7197.7095
- strongest force on any atom (eV/A) = 2.688
- E_HOMO (spin up / spin down) (eV) = -7.559 / -10.425

Structure (XYZ):
```
5
Properties=species:S:1:pos:R:3:lowdin_charge:R:1
O 0.092 1.389 1.758 0.17
C -0.149 0.795 0.775 -0.15
O -0.136 -0.484 -1.613 0.08
C 0.237 -1.333 -0.701 0.06
C -0.003 -0.032 -0.198 -0.15
```

Below is C19H14N4O4 in the gas phase, with properties calculated with ωB97M-V/def2-TZVPD.

- structure (SMILES) = O=C(Nc1ccccc1C(=O)Nc1ccccn1)c1cccc([N+](=O)[O-])c1
- spin multiplicity = 1
- energy (eV) = -34079.3868
- strongest force on any atom (eV/A) = 1.281
- E_HOMO (eV) = -9.081

Structure (XYZ):
```
41
Properties=species:S:1:pos:R:3:lowdin_charge:R:1
H -3.121 -2.430 1.477 0.10
C 2.158 0.723 -0.276 -0.11
H -4.545 1.950 0.745 0.12
O 1.432 2.845 -1.048 0.10
C -2.606 0.210 0.699 -0.42
N -1.975 -0.614 -0.204 0.14
C -2.143 -4.183 0.689 -0.06
H -0.152 0.616 0.506 0.13
H -0.323 4.072 -0.638 0.10
C 1.858 -0.627 -0.445 -0.01
C -2.432 -2.833 0.755 0.01
C -0.661 -3.723 -1.112 -0.14
C -2.417 4.350 -0.306 -0.06
N 5.772 0.523 0.570 -0.36
H 2.598 -2.630 -0.417 0.11
C 4.426 0.129 0.219 -0.13
H -4.514 4.353 0.145 0.10
H -1.564 -0.193 -1.028 0.15
N -0.084 1.497 0.015 0.14
C 4.131 -1.221 0.065 0.01
H -2.618 -4.870 1.373 0.11
H 4.912 -1.952 0.208 0.12
C -3.609 3.768 0.094 -0.07
O -3.217 -0.192 1.663 0.10
C -1.251 3.609 -0.347 0.00
C -1.794 -1.993 -0.155 -0.29
C 2.843 -1.589 -0.277 -0.04
H -2.388 5.395 -0.574 0.11
N -0.922 -2.428 -1.062 0.10
C -1.261 2.259 -0.010 -0.16
C 3.456 1.103 0.040 0.08
C -1.244 -4.647 -0.262 -0.07
O 6.612 -0.349 0.624 0.08
C 1.147 1.813 -0.486 -0.41
O 5.974 1.695 0.792 0.09
H 3.709 2.148 0.143 0.13
H -1.002 -5.695 -0.340 0.10
H 0.051 -4.020 -1.871 0.11
C -3.630 2.428 0.430 -0.02
C -2.476 1.656 0.356 -0.09
H 0.870 -0.950 -0.744 0.08
```

Below is C6H8OS in the gas phase, with properties calculated with ωB97M-V/def2-TZVPD.

- structure (SMILES) = C[C@H]1C=CCC(=O)S1
- spin multiplicity = 1
- energy (eV) = -19233.4333
- strongest force on any atom (eV/A) = 2.213
- E_HOMO (eV) = -9.219

Structure (XYZ):
```
16
Properties=species:S:1:pos:R:3:lowdin_charge:R:1
H 2.230 0.423 -1.479 0.13
H 1.094 2.426 -0.073 0.10
C -2.158 -0.811 0.482 -0.15
O 2.493 -1.518 0.807 0.03
C -0.985 -0.332 -0.332 -0.64
H -2.747 0.035 0.812 0.07
H -1.135 1.689 0.588 0.11
H -1.794 -1.335 1.363 0.08
S 0.223 -1.663 -0.596 1.01
H 2.955 0.843 0.046 0.12
C 0.858 1.379 -0.059 -0.11
H -2.816 -1.497 -0.053 0.08
C 2.005 0.502 -0.397 -0.16
H -1.515 -0.180 -1.300 0.11
C 1.715 -0.960 0.068 -0.68
C -0.421 0.999 0.124 -0.10
```

Below is 14 unconnected molecules or ions with the total composition C19H66N18O19, with properties calculated with ωB97M-V/def2-TZVPD.

- spin multiplicity = 1
- energy (eV) = -86501.6398
- strongest force on any atom (eV/A) = 9.465
- E_HOMO (eV) = -8.331

Structure (XYZ):
```
122
Properties=species:S:1:pos:R:3:lowdin_charge:R:1
C -2.743 -4.587 0.250 -0.24
H 0.029 5.484 -2.108 0.12
H 3.391 -2.544 2.007 0.11
O -2.043 -4.204 -0.921 -0.06
N 0.188 1.939 -6.375 0.18
O -3.795 -0.249 2.256 -0.12
O 2.493 3.679 -0.734 -0.08
H 1.867 -4.548 -4.257 0.13
H -0.590 2.377 -5.904 0.12
H 4.692 2.488 3.257 0.13
H 2.788 3.153 -1.480 0.06
H 3.042 4.436 3.756 0.13
C 4.270 3.223 2.572 -0.21
N 0.462 1.369 -4.350 0.20
N 1.246 -3.093 -0.038 0.21
C 0.232 0.452 0.179 -0.74
C 3.385 -0.867 1.196 -0.22
H -4.491 -4.046 1.387 0.12
H 3.522 1.074 -5.038 0.09
H 2.808 0.053 1.100 0.11
H 0.293 3.723 -2.415 0.10
H -5.851 -2.473 4.616 0.07
H -3.467 -1.982 -0.161 0.04
C 0.284 4.519 -1.671 -0.23
H -1.984 -2.574 4.541 0.12
H -2.079 2.948 -0.615 0.08
O -2.320 1.685 4.826 0.01
O 0.828 -1.907 -2.925 -0.03
H 2.239 -1.235 -4.812 0.06
H 0.722 -0.628 -1.410 0.05
H 0.911 0.806 -3.641 0.10
O -3.651 -2.373 0.696 -0.10
H -1.967 -1.379 3.328 0.08
H 1.288 -2.745 -0.986 0.09
H 2.669 4.532 2.012 0.12
H -5.215 -1.308 -2.980 0.13
N -1.566 1.967 2.712 0.18
H 5.739 -0.536 -3.247 0.12
C -1.504 2.147 4.038 -0.76
H -0.796 2.149 2.083 0.06
H 1.881 2.606 2.129 0.05
H -2.068 -1.032 -3.746 0.12
H -0.238 3.440 -0.247 0.05
C -4.759 -0.882 4.452 -0.22
H 1.279 -3.892 2.120 0.10
C -4.744 0.122 3.261 -0.20
O 4.308 2.624 1.285 -0.09
O -5.114 -2.213 4.059 -0.08
H 5.142 -0.208 2.362 0.12
C 1.451 -2.644 -3.701 -0.71
H -4.035 -1.095 1.872 0.03
N -1.457 -2.094 3.825 0.20
H 4.078 3.242 0.587 0.07
O 1.794 0.444 -5.967 -0.04
H 0.454 1.831 -7.343 0.14
N 4.127 0.596 -4.385 0.18
N -0.741 -0.439 0.343 0.21
H -0.414 -0.485 2.927 0.10
H -0.562 -1.380 0.023 0.10
H -5.730 0.249 2.814 0.11
O 2.771 -1.814 2.063 -0.08
O -3.594 -0.321 -1.145 0.01
N -2.849 2.360 -0.332 0.20
H 5.167 1.194 0.602 0.03
H -1.382 -0.666 -2.155 0.08
O 0.582 -2.991 4.241 0.05
C -3.998 -3.723 0.470 -0.20
H -4.017 -0.994 -4.106 0.10
C 0.867 -4.278 0.206 -0.78
N 0.259 -1.186 3.200 0.20
H 1.531 -2.567 0.776 0.08
C 4.885 -0.500 1.344 -0.19
H -2.421 1.511 2.429 0.07
H 2.325 5.126 -2.021 0.12
O -0.593 4.248 -0.624 -0.06
H 1.248 -1.215 2.996 0.10
H 4.679 -0.162 -4.761 0.11
C -0.159 -2.192 3.768 -0.87
N 0.816 -4.488 1.448 0.22
H -5.416 -0.555 5.258 0.12
H 0.215 -5.249 1.732 0.14
O 1.994 2.873 3.044 -0.06
H -1.499 -0.300 0.996 0.09
H -2.902 1.375 -0.548 0.06
H -0.503 1.662 -4.403 0.11
N 5.066 -0.120 -2.619 0.19
H -3.806 -0.965 4.975 0.10
C -3.359 -0.532 -2.312 -0.72
H 2.749 -2.875 -5.226 0.11
O 0.562 -5.107 -0.688 -0.02
O 3.472 1.310 -2.390 0.05
C 0.819 1.151 -5.588 -0.73
H 4.953 4.072 2.536 0.12
O 0.460 1.472 0.820 0.01
N 0.934 0.181 -0.844 0.21
H -0.324 3.047 5.331 0.13
O -3.951 3.979 0.745 0.01
N -4.815 1.991 0.511 0.17
H 5.463 -1.406 1.164 0.11
C -3.830 2.823 0.369 -0.81
H 5.210 -0.183 -1.621 0.08
H -4.670 -3.736 -0.388 0.12
C 1.745 4.761 -1.173 -0.23
H 0.072 3.089 3.543 0.08
H -2.100 -4.687 1.124 0.11
H -5.732 2.365 0.711 0.12
H -4.684 1.027 0.241 0.08
N -2.168 -0.736 -2.786 0.20
C 4.133 0.614 -3.087 -0.81
H -1.161 -4.574 -0.840 0.01
N 1.294 -3.929 -3.701 0.20
H 3.382 -1.254 0.176 0.11
H 1.723 5.492 -0.364 0.12
O 5.429 0.333 0.267 -0.08
H -3.199 -5.576 0.309 0.11
N -0.489 2.864 4.352 0.18
C 2.953 3.869 2.829 -0.24
H -4.435 1.077 3.688 0.10
N -4.248 -1.055 -3.125 0.17
H 1.737 0.743 -1.090 0.09
H 0.478 -4.179 -3.161 0.12
N 2.346 -2.211 -4.579 0.19
```

Below is 6 unconnected molecules or ions with the total composition C24H66N6O6, with properties calculated with ωB97M-V/def2-TZVPD.

- expectation value of S² = 0.751
- spin multiplicity = 2
- energy (eV) = -47176.9531
- strongest force on any atom (eV/A) = 3.054
- charge = -1
- E_HOMO (spin up / spin down) (eV) = 0.530 / -6.443

Structure (XYZ):
```
102
Properties=species:S:1:pos:R:3:lowdin_charge:R:1
H -0.366 7.154 -1.033 0.06
H -4.182 -1.215 -3.702 0.06
N 3.933 -1.983 2.936 0.03
H -0.017 -3.345 3.318 0.08
O 2.127 1.258 2.178 -0.20
C 7.491 -1.756 4.772 -0.12
H -5.796 1.004 -3.663 0.07
C -0.014 2.061 4.325 -0.11
N -0.700 4.030 -2.565 0.02
H 3.163 0.738 0.403 0.07
H -0.908 -1.900 3.225 0.06
O -0.901 -1.207 -0.674 -0.26
N 1.838 2.650 5.589 0.02
C -0.508 -3.471 -3.049 -0.04
H -1.553 -0.200 -2.376 0.07
H 3.228 -2.145 2.232 0.02
C -6.765 0.837 -3.193 -0.17
H -0.141 -0.170 0.898 0.11
H 4.741 -1.596 2.469 0.07
H -3.957 -2.896 -3.351 0.06
H 1.671 0.807 4.801 0.14
N 1.450 -2.143 -2.223 0.07
C 0.849 -2.762 -3.413 -0.42
C -5.866 -0.534 -1.558 -0.23
H 5.958 -4.011 4.646 0.12
C -0.756 -1.057 0.751 -0.16
H -1.207 -2.641 -2.953 0.05
H -5.118 0.257 -1.608 0.10
H -0.992 3.106 -2.281 0.02
H -6.016 -2.597 -0.411 0.06
H -0.313 3.097 4.165 0.07
H -1.071 7.044 -2.519 0.07
H -1.711 -0.831 1.225 0.10
H 1.787 -1.414 1.132 0.05
H 3.442 -3.532 4.079 0.13
O -3.054 6.013 -0.495 -0.23
H 2.819 2.520 5.791 0.06
H 7.986 -2.531 5.358 0.08
C 5.583 -3.035 4.338 -0.19
H 3.475 -1.879 -5.116 0.08
H 8.423 -1.389 4.343 0.08
H -0.498 -3.995 -2.092 0.08
H 0.382 -2.381 -5.435 0.11
H -0.551 1.709 5.206 0.08
H 3.755 -4.121 1.445 0.05
C -0.011 -2.303 1.333 -0.37
O -6.885 -0.379 -2.533 -0.19
H -0.720 -4.064 -3.939 0.07
C -0.408 6.465 -1.877 -0.09
C -5.083 -1.842 -1.785 -0.43
H 0.691 -1.692 -1.732 0.04
H 0.596 6.428 -2.299 0.06
O 1.637 -0.843 -4.894 -0.22
H 6.994 -1.030 5.416 0.09
H -6.860 -3.080 -1.808 0.07
H -6.406 -0.545 -0.611 0.11
C -1.524 -0.118 -1.289 -0.14
H -4.244 -1.846 -1.089 0.12
H 1.393 -3.540 -3.947 0.12
H -3.118 5.379 -2.296 0.12
C 0.619 -1.778 -4.559 -0.24
N -5.966 -2.914 -1.369 0.02
H -1.066 0.833 -1.016 0.06
C 2.715 -1.356 -5.698 -0.10
C -4.473 6.111 -0.192 -0.10
H -4.535 6.679 0.736 0.08
H -2.733 4.031 -1.086 0.09
H 4.492 -5.358 2.480 0.05
H 0.287 3.934 -2.756 0.02
H 1.687 -2.554 0.054 0.04
H 2.148 -1.939 -6.423 0.08
H 5.471 -4.159 1.824 0.06
H 3.268 -0.602 -6.258 0.08
H -2.515 -0.130 -0.835 0.06
C 4.475 -4.294 2.245 -0.05
H 0.789 -1.718 3.238 0.07
C -2.592 5.068 -1.394 -0.29
H 5.170 -2.516 5.203 0.11
C 2.696 1.598 0.882 -0.11
H 1.910 2.044 0.273 0.06
H -0.530 1.549 3.513 0.06
H -0.421 -3.218 0.906 0.13
O 6.604 -2.208 3.729 -0.19
H 3.277 2.321 3.430 0.12
C 2.220 2.174 3.205 -0.27
H 3.529 2.301 0.902 0.07
H -5.086 6.508 -1.001 0.07
H 1.789 3.153 2.996 0.12
H -6.824 1.713 -2.549 0.08
H -4.693 5.064 0.019 0.07
H -5.587 -2.330 -3.815 0.07
H -7.490 0.898 -4.006 0.08
C -4.678 -2.083 -3.267 -0.05
H -0.264 -1.178 -4.341 0.11
H 1.665 3.590 5.263 0.05
C 4.294 -3.239 3.465 -0.40
C 0.003 -2.363 2.845 -0.07
H -0.821 4.794 -0.515 0.10
C -1.062 5.110 -1.530 -0.40
C 1.438 1.796 4.406 -0.44
H 2.155 -1.516 -2.583 0.06
N 1.439 -2.355 1.013 0.03
```

Below is a molecular structure, C22H26BrN2O2S3Tl, with properties calculated with ωB97M-V/def2-TZVPD.

- spin multiplicity = 1
- energy (eV) = -137535.4354
- strongest force on any atom (eV/A) = 0.896
- charge = +2
- E_HOMO (spin up / spin down) (eV) = -13.726 / -13.691

Structure (XYZ):
```
57
Properties=species:S:1:pos:R:3:lowdin_charge:R:1
C 4.381 -2.807 -2.633 -0.51
H -0.988 3.437 7.636 0.12
H 2.373 2.135 -1.510 0.03
C -2.414 3.742 6.054 -0.01
O -4.375 -0.189 0.116 0.04
C 2.734 1.634 -2.409 -0.51
C 0.666 2.440 3.516 -0.02
C -5.011 -3.738 -0.580 -0.04
C 0.596 1.769 2.301 -0.58
Br 2.236 1.589 1.372 0.84
H 3.211 -0.116 -4.316 0.06
H -5.294 -0.035 0.369 0.13
N -1.703 0.043 0.262 0.10
H -3.600 4.061 4.285 0.12
C -2.958 -1.886 -0.754 -0.08
C 4.203 1.213 -2.237 -0.49
C -0.570 1.203 1.781 -0.13
C 5.073 -1.452 -2.596 -0.49
Tl 1.778 -1.441 -0.126 0.67
H -3.201 4.060 6.725 0.13
C -3.785 -4.118 -1.111 -0.05
H 2.717 -2.381 -5.019 0.10
N -0.571 0.476 0.666 0.05
H 1.602 -0.058 -5.020 0.09
C -4.196 -1.506 -0.253 -0.26
H -2.196 -0.230 -1.749 0.23
H 4.766 -3.375 -3.481 0.09
C -2.649 3.723 4.676 -0.04
H 4.692 1.090 -3.201 0.07
C 2.110 -1.987 -4.204 -0.48
C -1.795 -0.862 -0.909 -0.36
H 1.084 -2.312 -4.379 0.08
C -0.403 2.909 4.328 -0.20
H -3.623 -5.133 -1.447 0.12
C -5.216 -2.438 -0.153 0.00
H -2.589 0.321 0.697 0.15
H 6.136 -1.630 -2.435 0.09
C -1.660 3.307 3.817 -0.02
H 0.818 2.748 6.108 0.13
H 4.618 -3.380 -1.734 0.08
H -1.484 1.317 2.361 0.13
C 2.186 -0.453 -4.190 -0.46
H 4.975 -0.938 -3.549 0.07
O -0.671 -1.365 -1.320 -0.08
S 1.542 0.306 -2.670 0.78
H -1.806 -3.466 -1.622 0.12
H 4.734 2.015 -1.726 0.08
C -0.160 3.006 5.716 0.01
C -2.764 -3.189 -1.205 -0.01
C -1.169 3.390 6.570 -0.03
H -6.179 -2.134 0.243 0.13
H -5.817 -4.455 -0.505 0.12
H 1.666 2.607 3.906 0.12
H 2.650 2.344 -3.231 0.09
S 4.538 -0.300 -1.283 0.78
H -1.814 3.364 2.746 0.12
S 2.575 -2.871 -2.696 0.77
```

Below is a molecular structure, C36H72Cu2O20S3, with properties calculated with ωB97M-V/def2-TZVPD.

- expectation value of S² = 2.004
- spin multiplicity = 3
- energy (eV) = -201212.3511
- strongest force on any atom (eV/A) = 5.379
- charge = +2
- E_HOMO (spin up / spin down) (eV) = -13.576 / -13.576

Structure (XYZ):
```
133
Properties=species:S:1:pos:R:3:lowdin_charge:R:1
C 3.982 4.028 -2.161 -0.12
H 1.264 -2.468 -1.572 0.10
H 0.985 -2.394 5.969 0.12
H -1.977 -6.615 4.026 0.12
C -1.946 -3.156 -0.983 -0.15
O -2.090 5.098 2.067 -0.27
C 1.172 3.552 4.021 -0.18
H 0.959 -2.534 -4.763 0.11
H -1.745 3.541 -3.919 0.12
H -1.927 -4.677 -2.498 0.12
H -5.486 2.614 2.871 0.14
C 4.121 -2.606 -0.262 -0.16
H -2.428 3.137 -1.751 0.09
S -4.946 -1.195 -3.634 0.74
O -3.300 3.315 0.626 -0.23
H 3.112 -2.306 -5.220 0.12
H -1.904 4.656 -1.267 0.10
H 2.478 5.888 2.135 0.12
H -3.449 -3.826 -2.161 0.10
H 0.288 0.399 -5.235 0.13
H 1.456 2.151 2.362 0.09
C 2.943 -0.274 -4.643 -0.18
O 0.243 2.287 -2.090 -0.20
H -0.872 -3.327 -0.922 0.09
H 1.134 -0.741 6.604 0.13
O -1.251 0.185 0.905 -0.27
C -3.140 -5.264 -0.531 -0.09
H -4.032 2.875 3.672 0.13
H 2.926 4.389 -0.419 0.11
C 0.664 -0.396 -4.591 -0.17
O 1.775 0.015 -3.877 -0.19
C -0.317 -4.337 2.234 -0.16
Cu -1.669 -1.475 2.111 0.93
H 3.177 -4.353 -0.993 0.13
H 3.284 0.531 -5.294 0.13
H -2.513 -6.012 -0.046 0.09
H 4.190 -2.354 0.797 0.12
C -4.797 1.238 -2.596 -0.14
H -4.252 1.981 -3.179 0.12
H 4.598 2.060 -2.971 0.13
H -0.804 4.951 -3.417 0.13
O 2.841 -1.206 -1.564 -0.20
O -4.028 -1.332 -4.743 -0.24
C -1.464 -5.659 3.922 -0.10
C -1.537 3.764 -1.774 -0.12
C 2.333 -2.527 -1.776 -0.16
H -3.619 -4.584 1.496 0.11
C -2.587 -4.316 -1.709 -0.10
H -1.321 -6.098 1.672 0.09
H 0.161 3.356 4.378 0.11
C 2.000 -1.153 4.744 -0.13
H 5.027 -3.210 -0.327 0.12
C 3.678 2.361 -0.446 -0.24
C 0.241 3.138 -3.218 -0.18
C -3.675 2.362 1.580 -0.22
H 1.768 5.275 4.994 0.12
C 2.590 -1.400 -5.528 -0.17
H 4.607 -0.542 -0.599 0.12
O 0.012 -1.639 0.851 -0.30
O 1.077 0.505 0.128 -0.27
H 3.563 5.351 3.387 0.12
H -4.055 -5.843 -0.658 0.11
C 1.122 -1.656 -5.388 -0.11
H -3.414 0.558 -0.947 0.11
C -4.480 2.993 2.686 -0.17
C 2.916 -3.353 -0.648 -0.15
O -5.528 0.369 -3.505 -0.20
H 1.114 3.789 -3.168 0.12
O -2.601 -3.142 0.387 -0.21
H 2.847 -1.048 -6.527 0.13
C 0.894 -1.336 5.723 -0.15
O -4.123 -0.996 -2.212 -0.24
H 4.967 4.457 -2.347 0.12
C -1.037 3.914 -3.179 -0.13
C -2.094 -4.282 3.871 -0.15
C 1.492 5.005 3.975 -0.16
C -3.578 -4.171 0.488 -0.19
S -0.136 -0.326 0.179 0.33
H 0.698 5.679 3.654 0.11
H 2.624 -0.292 4.985 0.12
O -3.742 5.812 0.312 -0.20
H -0.867 2.388 -0.309 0.10
C -0.431 -1.067 5.051 -0.13
O -6.030 -2.175 -3.443 -0.23
H 0.602 -3.990 2.706 0.12
H 3.890 -0.430 -4.126 0.13
H 0.290 3.732 -0.474 0.13
C 4.217 -1.373 -1.186 -0.13
C 1.256 -1.059 3.407 -0.17
S -3.348 4.853 1.299 0.77
C 2.611 5.127 2.904 -0.18
O 3.144 1.918 -1.639 -0.21
H 1.696 -1.766 2.703 0.12
H 4.717 4.166 -0.032 0.13
H -5.430 1.805 -1.914 0.13
H -4.524 -3.735 0.166 0.13
H 1.871 2.936 4.586 0.12
H 0.540 3.573 1.870 0.10
H -0.091 -4.161 1.182 0.11
H 3.055 2.784 -3.612 0.11
C -3.700 0.368 -1.981 -0.17
H 4.823 -1.448 -2.089 0.13
C 3.727 2.680 -2.760 -0.13
C 3.843 3.824 -0.586 -0.11
H -2.733 1.943 1.935 0.10
H 4.595 1.796 -0.280 0.13
H 2.729 -1.956 4.847 0.12
H 0.087 -6.511 2.480 0.12
H -0.746 -0.027 5.129 0.13
H 0.611 -1.840 -6.332 0.13
O -1.420 -3.572 2.790 -0.23
H -0.696 -5.653 4.696 0.12
H -2.778 0.512 -2.544 0.11
H 2.250 -3.447 0.209 0.10
H 3.241 4.759 -2.486 0.10
H -1.880 -3.786 4.817 0.11
O -4.565 4.363 2.352 -0.18
H -0.061 -0.638 -3.814 0.12
H 2.503 -2.920 -2.778 0.13
O 2.635 3.844 2.292 -0.17
H 1.114 -0.091 2.925 0.11
H -1.297 -1.704 5.227 0.12
H -3.170 -4.362 3.714 0.12
H 3.069 2.143 0.432 0.11
H -4.173 1.538 1.069 0.12
C -0.720 -5.779 2.523 -0.11
C 1.323 3.218 2.540 -0.17
O -0.082 -1.334 3.693 -0.24
Cu 1.396 0.570 -1.867 0.76
H 0.308 2.507 -4.104 0.13
C -0.351 3.037 -1.016 -0.11
O -0.405 -0.531 -1.268 -0.30
H -2.102 -2.190 -1.462 0.09
```